Entry 1:
Entry from the Open Molecules 2025 dataset: 13 unconnected molecules or ions with the total composition C30H87F6N8O16S2 (ωB97M-V/def2-TZVPD).

Results
2S+1 = 2
molecular weight = 994.19 g mol⁻¹
total energy = -115164.011 eV
E_LUMO (alpha / beta) = -0.313 / -5.619 eV

Each line ends with the Löwdin spin population.
Geometry (Å):
C -4.954 31.850 -5.885  0.00
F -3.828 31.876 -5.168  0.00
F -5.006 30.706 -6.602  0.00
F -5.995 31.964 -5.028  0.00
S -4.905 33.369 -7.050  0.00
O -3.520 33.524 -7.350  0.00
O -5.756 32.925 -8.182  0.00
N -5.462 34.601 -5.928  0.00
S -6.763 35.102 -6.573  0.00
O -6.658 35.361 -8.032  0.00
O -7.859 34.347 -5.958  0.02
C -6.893 36.873 -5.810  0.00
F -5.906 37.598 -6.355  0.00
F -8.025 37.431 -6.269  0.00
F -6.804 36.906 -4.496  0.00
O -3.004 35.197 -4.833  0.00
H -2.425 34.551 -5.239  0.00
H -3.884 34.933 -5.101  0.00
O -8.367 36.462 -1.655  0.00
H -8.329 36.024 -2.505  0.00
H -9.285 36.394 -1.391  0.00
O -6.410 34.210 -3.401  0.00
H -5.961 34.059 -4.233  0.00
H -6.940 33.425 -3.269  0.00
O -5.639 36.059 -1.445  0.00
H -5.890 35.180 -1.728  0.00
H -6.411 36.597 -1.622  0.00
O -4.303 37.290 -3.562  0.00
H -4.713 37.716 -2.810  0.00
H -5.031 37.083 -4.148  0.00
C -4.420 30.487 -0.908  0.00
C -4.550 31.963 -1.378  0.00
C -5.627 32.730 -0.607  0.00
O -6.862 32.262 -1.106  0.00
C -7.968 32.977 -0.594  0.00
N -3.246 32.591 -1.097  0.00
H -3.586 29.992 -1.407  0.00
H -5.226 29.835 -1.244  0.00
H -4.248 30.413 0.166  0.00
H -4.616 31.971 -2.466  0.00
H -5.394 33.786 -0.743  0.00
H -5.507 32.583 0.466  0.00
H -7.858 33.943 -0.101  0.00
H -8.369 32.416 0.250  0.00
H -8.701 33.027 -1.399  0.00
H -2.544 32.060 -1.593  0.00
H -3.164 32.431 -0.103  0.00
C -4.108 28.377 -4.536  0.00
C -5.603 28.226 -4.919  0.00
C -6.104 26.835 -5.425  0.00
O -7.532 26.741 -5.299  0.00
C -8.130 25.780 -6.170  0.00
N -6.394 28.507 -3.729  0.00
H -3.826 29.334 -4.097  0.00
H -3.399 28.229 -5.350  0.00
H -3.810 27.697 -3.739  0.00
H -5.982 28.943 -5.647  0.00
H -5.672 26.013 -4.853  0.00
H -5.603 26.590 -6.362  0.00
H -7.867 25.915 -7.219  0.00
H -9.204 25.924 -6.053  0.00
H -7.898 24.764 -5.851  0.00
H -7.275 28.027 -3.849  0.00
H -6.063 27.841 -3.047  0.00
C -10.963 33.784 -9.010  0.00
C -10.508 32.864 -10.164  0.00
C -8.916 32.858 -10.184  0.00
O -8.655 32.270 -11.469  0.00
C -7.305 32.000 -11.793  0.00
N -10.896 31.425 -9.961  0.00
H -11.057 34.859 -9.159  0.00
H -10.281 33.737 -8.161  0.00
H -11.969 33.441 -8.768  0.00
H -10.994 33.092 -11.113  0.00
H -8.400 32.361 -9.362  0.00
H -8.585 33.897 -10.197  0.00
H -7.114 30.943 -11.611  0.00
H -6.612 32.483 -11.105  0.00
H -7.057 32.089 -12.850  0.00
H -10.420 30.968 -9.197  0.00
H -10.463 31.028 -10.783  0.00
C -4.543 34.508 -12.914  0.00
C -5.431 35.328 -12.014  0.00
C -4.924 35.794 -10.706  0.00
O -3.696 36.541 -10.740  0.00
C -3.105 36.766 -9.457  0.00
N -5.843 36.485 -12.831  0.00
H -4.695 33.470 -12.617  0.00
H -3.515 34.865 -12.858  0.00
H -4.803 34.489 -13.972  0.00
H -6.358 34.756 -11.990  0.00
H -4.745 34.936 -10.059  0.00
H -5.802 36.309 -10.316  0.00
H -2.872 35.745 -9.155  0.00
H -3.690 37.302 -8.710  0.00
H -2.134 37.215 -9.668  0.00
H -5.065 36.769 -13.409  0.00
H -6.007 37.266 -12.212  0.00
C -3.909 28.753 -11.933  0.00
C -3.697 29.038 -10.405  0.00
C -2.186 28.853 -9.932  0.00
O -1.668 27.573 -10.067  0.00
C -0.311 27.470 -9.651  0.00
N -4.299 30.334 -10.072  0.00
H -3.223 29.441 -12.428  0.00
H -4.942 28.942 -12.225  0.00
H -3.654 27.700 -12.048  0.00
H -4.401 28.333 -9.962  0.00
H -2.020 28.965 -8.860  0.00
H -1.544 29.515 -10.512  0.00
H -0.007 26.574 -10.192  0.00
H -0.384 27.299 -8.577  0.00
H 0.370 28.255 -9.977  0.00
H -4.382 30.288 -9.066  0.00
H -3.709 31.136 -10.240  0.00
C 0.321 35.662 -6.944  0.00
C -0.643 34.521 -7.289  0.00
C -0.064 33.477 -8.292  0.00
O -0.099 33.759 -9.751  0.00
C -1.284 33.267 -10.456  0.00
N -0.920 33.769 -6.087  0.00
H 0.531 36.072 -7.932  0.00
H 1.178 35.379 -6.333  0.00
H -0.107 36.510 -6.409  0.00
H -1.593 34.925 -7.641  0.00
H -0.508 32.491 -8.152  0.00
H 0.927 33.337 -7.861  0.00
H -2.219 33.630 -10.028  0.00
H -1.294 32.177 -10.446  0.00
H -1.291 33.626 -11.485  0.00
H -1.657 33.143 -6.377  0.00
H -0.134 33.289 -5.674  0.00
C -8.611 30.765 -6.851  0.05
C -9.656 31.464 -5.989  0.07
C -10.889 30.688 -5.423  0.04
O -11.504 30.074 -6.545  0.02
C -11.200 28.738 -6.803  0.00
N -9.005 32.199 -4.836  0.73
H -7.739 31.358 -7.128  0.00
H -9.216 30.419 -7.688  0.01
H -8.242 29.891 -6.313  0.00
H -10.128 32.152 -6.690  0.00
H -11.596 31.208 -4.777  0.00
H -10.532 29.886 -4.778  0.00
H -11.682 28.417 -7.726  0.00
H -11.349 27.994 -6.021  0.00
H -10.143 28.551 -6.992  0.00
H -8.162 31.709 -4.572  0.02
H -8.789 33.137 -5.144  0.02

=====

Entry 2:
Entry from the Open Molecules 2025 dataset: 11 unconnected molecules or ions with the total composition C30H87N17O13 (ωB97M-V/def2-TZVPD).

Results
charge = +1
2S+1 = 2
molecular weight = 894.13 g mol⁻¹
total energy = -84458.720 eV
E_LUMO (alpha / beta) = -2.513 / -7.478 eV

Each line ends with the Löwdin spin population.
Geometry (Å):
C 13.886 -10.787 -1.634  0.00
C 14.588 -9.735 -2.466  0.00
C 15.863 -10.206 -3.165  0.00
O 16.652 -9.063 -3.588  0.00
C 17.329 -9.295 -4.716  0.00
N 13.768 -9.348 -3.567  0.00
H 12.988 -10.404 -1.150  0.00
H 14.662 -11.150 -0.961  0.00
H 13.426 -11.499 -2.320  0.00
H 14.781 -8.873 -1.828  0.00
H 15.692 -10.824 -4.047  0.00
H 16.449 -10.749 -2.423  0.00
H 17.974 -10.165 -4.590  0.00
H 17.871 -8.420 -5.074  0.00
H 16.612 -9.385 -5.532  0.00
H 12.869 -8.958 -3.322  0.00
H 14.106 -8.806 -4.350  0.00
C 15.341 -10.899 -8.268  0.00
C 15.334 -11.770 -9.500  0.00
C 14.363 -11.349 -10.677  0.00
O 13.028 -11.429 -10.340  0.00
C 12.269 -12.587 -10.618  0.00
N 16.722 -11.882 -10.000  0.00
H 15.757 -9.911 -8.466  0.00
H 15.716 -11.376 -7.362  0.00
H 14.291 -10.695 -8.058  0.00
H 14.986 -12.710 -9.071  0.00
H 14.486 -11.997 -11.545  0.00
H 14.739 -10.361 -10.943  0.00
H 11.296 -12.248 -10.263  0.00
H 12.682 -13.460 -10.113  0.00
H 12.197 -12.853 -11.672  0.00
H 17.140 -10.989 -10.220  0.00
H 16.684 -12.305 -10.917  0.00
C 8.286 -12.000 -10.893  0.00
C 8.644 -12.155 -12.398  0.00
C 8.388 -13.577 -12.967  0.00
O 9.200 -14.609 -12.382  0.00
C 8.612 -15.622 -11.619  0.00
N 8.195 -11.016 -13.231  0.00
H 8.868 -12.807 -10.450  0.00
H 7.225 -12.236 -10.804  0.00
H 8.670 -11.084 -10.444  0.00
H 9.725 -12.019 -12.390  0.00
H 8.636 -13.594 -14.028  0.00
H 7.324 -13.808 -13.020  0.00
H 7.894 -15.117 -10.973  0.00
H 9.357 -16.212 -11.084  0.00
H 8.210 -16.228 -12.430  0.00
H 8.047 -11.453 -14.129  0.00
H 7.376 -10.599 -12.811  0.00
C 14.214 -13.195 -5.167  0.00
O 13.256 -14.232 -5.158  0.00
C 11.969 -13.619 -4.847  0.00
C 10.853 -14.659 -5.031  0.07
N 10.864 -15.806 -4.103  0.64
C 9.855 -16.819 -4.384  0.06
C 10.080 -17.651 -5.679  0.06
O 9.437 -17.019 -6.835  0.06
C 10.293 -16.902 -8.027  0.00
H 14.897 -13.302 -6.010  0.00
H 14.721 -13.010 -4.219  0.00
H 13.817 -12.184 -5.260  0.00
H 11.648 -12.785 -5.471  0.00
H 12.003 -13.078 -3.901  0.00
H 10.971 -14.950 -6.075  0.04
H 9.971 -14.024 -4.949  0.01
H 11.745 -16.139 -3.739  0.02
H 8.838 -16.431 -4.319  0.01
H 9.953 -17.515 -3.551  0.00
H 9.652 -18.650 -5.601  0.01
H 11.098 -18.011 -5.828  0.00
H 11.131 -16.222 -7.872  0.00
H 9.683 -16.653 -8.895  0.00
H 10.795 -17.832 -8.292  0.00
C 19.057 -8.597 -11.835  0.00
O 18.651 -9.375 -10.666  0.00
C 19.603 -9.230 -9.650  0.00
C 19.479 -7.769 -8.977  0.00
N 18.294 -7.748 -8.247  0.00
C 17.664 -6.450 -7.853  0.00
C 16.180 -6.592 -7.482  0.00
O 15.422 -6.902 -8.715  0.00
C 14.004 -6.824 -8.465  0.00
H 18.577 -9.107 -12.670  0.00
H 20.082 -8.731 -12.181  0.00
H 18.899 -7.523 -11.736  0.00
H 20.586 -9.389 -10.093  0.00
H 19.584 -10.013 -8.891  0.00
H 19.443 -6.969 -9.717  0.00
H 20.279 -7.642 -8.249  0.00
H 17.628 -8.404 -8.630  0.00
H 17.642 -5.776 -8.709  0.00
H 18.105 -6.020 -6.953  0.00
H 15.899 -5.748 -6.852  0.00
H 16.090 -7.440 -6.804  0.00
H 13.658 -5.804 -8.299  0.00
H 13.710 -7.393 -7.583  0.00
H 13.720 -7.297 -9.405  0.00
C 20.688 -12.429 -11.862  0.00
O 20.574 -12.944 -10.741  0.00
N 21.565 -12.811 -12.747  0.00
N 19.829 -11.512 -12.357  0.00
H 22.373 -13.370 -12.515  0.00
H 21.567 -12.399 -13.669  0.00
H 19.036 -11.138 -11.857  0.00
H 19.665 -11.575 -13.351  0.00
C 12.804 -15.493 -14.785  0.00
O 13.212 -15.737 -15.926  0.00
N 13.646 -15.464 -13.797  0.00
N 11.629 -15.196 -14.356  0.00
H 14.624 -15.387 -14.038  0.00
H 13.454 -15.125 -12.865  0.00
H 10.997 -15.437 -15.105  0.00
H 11.410 -15.233 -13.370  0.00
C 10.874 -8.435 -13.148  0.00
O 11.880 -7.696 -13.033  0.00
N 10.724 -9.466 -12.309  0.00
N 9.834 -8.228 -13.979  0.00
H 11.554 -9.610 -11.752  0.00
H 9.907 -10.057 -12.258  0.00
H 9.375 -9.115 -14.134  0.00
H 9.988 -7.534 -14.696  0.00
C 17.169 -14.148 -12.827  0.00
O 16.503 -13.123 -12.861  0.00
N 17.835 -14.645 -11.849  0.00
N 17.361 -14.791 -13.935  0.00
H 18.333 -15.505 -12.031  0.00
H 18.052 -14.203 -10.967  0.00
H 18.088 -15.483 -14.051  0.00
H 17.166 -14.259 -14.771  0.00
C 18.679 -14.029 -7.753  0.00
O 19.599 -14.570 -7.233  0.00
N 18.246 -12.818 -7.503  0.00
N 17.801 -14.599 -8.568  0.00
H 18.740 -12.194 -6.881  0.00
H 17.520 -12.510 -8.133  0.00
H 17.817 -15.559 -8.883  0.00
H 17.113 -13.962 -8.943  0.00
C 14.339 -16.881 -9.643  0.00
O 13.287 -16.236 -9.538  0.00
N 14.553 -17.898 -10.483  0.00
N 15.345 -16.666 -8.918  0.00
H 15.434 -18.373 -10.617  0.00
H 13.768 -18.461 -10.777  0.00
H 16.191 -17.176 -9.127  0.00
H 15.286 -16.018 -8.145  0.00

=====

Table of F_max (eV/A), in record order: 4.75 6.36